{"formula": "C16H24FN4O7", "method": "ωB97M-V with the def2-TZVPD basis set", "elements": ["O", "O", "O", "F", "O", "O", "O", "O", "C", "C", "C", "C", "C", "C", "C", "C", "N", "N", "N", "N", "C", "C", "C", "C", "C", "C", "C", "C", "H", "H", "H", "H", "H", "H", "H", "H", "H", "H", "H", "H", "H", "H", "H", "H", "H", "H", "H", "H", "H", "H", "H", "H"], "coordinates": [[-2.800076, 1.715792, -0.739471], [0.478550, -6.091577, -4.271515], [-1.603489, 5.028848, 3.840804], [3.509869, -1.801925, -4.686901], [2.012149, -6.644393, -2.697703], [3.112169, -0.564416, -2.178637], [-0.094908, -3.716003, -2.989489], [2.452676, -2.373989, 0.069469], [-2.828368, 1.992991, 0.445402], [1.220414, -5.763148, -3.358201], [-1.828152, 4.659884, 2.695984], [0.835257, 0.768457, 1.422602], [2.850505, -2.430215, -3.687176], [2.010539, -3.475558, -4.001685], [-0.008678, 1.214544, 2.402599], [-0.179566, -0.989068, 2.317432], [0.721848, -0.608089, 1.388899], [-2.192490, 5.506369, 1.724376], [-1.914502, 2.823551, 0.947750], [-0.637877, 0.110461, 2.951879], [-3.886578, 1.380939, 1.341403], [-2.340773, 6.951275, 1.908864], [3.097934, -1.996473, -2.260073], [1.234265, -4.256893, -2.968520], [1.807853, -4.035978, -1.555397], [2.033527, -2.547625, -1.294514], [-0.266082, 2.660357, 2.758950], [-1.667780, 3.164288, 2.362794], [1.834968, -7.505485, -3.110967], [3.626324, -0.197148, -2.923436], [-0.558305, -4.047357, -3.785163], [3.349490, -2.745376, 0.185669], [1.463665, 1.378700, 0.781944], [1.891917, -3.736432, -5.049970], [-0.473290, -2.015456, 2.522759], [1.259759, -1.230884, 0.774770], [-2.388430, 5.126809, 0.812281], [-1.262826, 3.171066, 0.258958], [-1.303392, 0.130595, 3.716353], [-4.440058, 2.170256, 1.847783], [-3.422043, 0.717117, 2.064572], [-4.577227, 0.808782, 0.721393], [-1.487588, 7.346551, 2.465802], [-2.396498, 7.457461, 0.942995], [-3.249732, 7.161554, 2.476433], [4.082463, -2.378763, -1.970500], [1.111487, -4.445513, -0.817126], [2.759454, -4.566533, -1.449478], [1.093536, -2.007511, -1.458904], [0.485593, 3.283352, 2.269463], [-0.134545, 2.784166, 3.836503], [-2.392956, 2.657639, 2.997940]], "atomic_forces_ev_per_a": [[0.03, 0.03, -0.18], [1.01, 0.15, 1.21], [0.03, -0.37, -0.26], [-0.16, 0.12, 0.95], [-0.54, 1.11, -0.34], [0.08, -0.19, -0.11], [0.01, -0.86, 0.00], [0.07, 0.21, -0.21], [-1.21, -1.41, -1.11], [-1.25, -0.23, -1.35], [0.32, 0.49, 0.92], [-0.59, 0.00, 0.65], [-2.38, -3.12, -0.46], [2.25, 1.81, 0.15], [0.21, 1.05, -0.60], [0.51, 0.18, -0.43], [-1.07, 0.30, 0.97], [-0.03, -0.08, -0.94], [0.86, 1.37, 1.77], [0.79, -0.31, -0.90], [0.08, 0.38, -0.18], [0.03, -0.13, 0.41], [0.25, 1.07, -0.68], [0.37, 0.38, 0.48], [-0.27, 0.15, -0.38], [0.52, -0.61, -0.58], [-0.02, -0.29, 0.59], [-0.09, -0.33, -1.06], [0.07, -0.01, 0.02], [-0.30, -0.35, 0.45], [0.37, 0.07, 0.41], [-0.63, 0.28, -0.05], [-0.07, -0.52, 0.06], [-0.06, -0.02, 0.12], [0.11, 0.39, -0.06], [0.21, -0.21, 0.26], [-0.06, 0.00, 0.08], [0.09, -0.06, -0.02], [0.15, -0.15, -0.18], [-0.04, -0.08, 0.25], [-0.06, -0.07, 0.26], [0.22, 0.10, 0.04], [-0.13, -0.11, -0.05], [0.01, -0.29, 0.09], [0.09, 0.06, -0.03], [0.15, -0.10, 0.22], [0.08, 0.11, -0.10], [-0.08, -0.02, -0.09], [0.23, 0.09, 0.26], [0.07, -0.17, 0.01], [0.00, 0.23, -0.06], [-0.20, -0.04, -0.20]], "lumo_ev": -2.75, "e_homo_ev": -12.030, "energy_ha": -1469.484555, "homo_lumo_gap_ev": 9.276, "total_charge": 1}

{"formula": "C16H24IN3O3", "method": "ωB97M-V with the def2-TZVPD basis set", "elements": ["C", "C", "I", "C", "C", "C", "C", "N", "C", "O", "O", "C", "O", "H", "H", "H", "H", "H", "H", "H", "H", "H", "H", "C", "C", "C", "C", "N", "H", "H", "H", "H", "H", "H", "H", "C", "C", "C", "C", "N", "H", "H", "H", "H", "H", "H", "H"], "coordinates": [[3.826735, 2.731289, 3.046623], [2.897699, 1.409349, 2.830867], [3.667079, 0.118449, 1.226814], [1.422915, 1.962778, 2.433852], [0.239368, 0.969651, 2.849212], [-1.165748, 1.093728, 2.552715], [-1.946144, 2.274943, 1.754419], [-2.573232, 3.121976, 2.852673], [-1.931671, -0.154958, 3.204224], [-3.180825, -0.277841, 3.109881], [-0.995062, -1.039868, 3.831646], [0.277268, -0.382126, 3.688380], [1.215580, -0.961220, 4.279150], [4.899596, 2.348308, 3.186038], [3.701698, 3.399763, 2.123668], [3.473136, 3.253322, 3.998169], [2.898136, 0.821814, 3.806341], [1.199583, 2.978188, 2.919979], [1.459414, 2.160704, 1.296015], [-1.227549, 2.891440, 1.111255], [-2.832831, 1.876237, 1.143887], [-3.132017, 2.423329, 3.388230], [-1.772879, 3.403957, 3.452967], [-0.792165, -0.015355, -1.981860], [-1.447036, 0.765441, -3.107891], [-0.643313, 2.004130, -3.513254], [-0.513698, 2.938342, -2.339661], [-0.411722, 3.676859, -1.420265], [-0.719395, 0.582213, -1.069089], [-1.380744, -0.903794, -1.741644], [0.214362, -0.339437, -2.263589], [-2.453770, 1.060907, -2.794931], [-1.560373, 0.112188, -3.978175], [-1.147770, 2.524617, -4.331211], [0.355967, 1.722152, -3.856026], [0.694252, -5.368990, -2.259389], [-0.272901, -4.252909, -1.878870], [-0.840407, -3.516536, -3.094615], [0.281156, -2.883109, -3.875747], [1.161487, -2.388745, -4.489061], [1.572591, -4.980589, -2.781247], [1.050582, -5.884037, -1.364162], [0.207707, -6.106168, -2.905346], [0.243887, -3.543861, -1.223939], [-1.099196, -4.679519, -1.302721], [-1.535476, -2.738598, -2.770759], [-1.384282, -4.208408, -3.743539]], "atomic_forces_ev_per_a": [[-0.23, -1.50, -0.41], [-0.56, 2.10, 1.04], [-0.39, 0.57, 0.83], [0.09, -1.03, 0.08], [-3.93, -0.70, -0.56], [2.76, -0.68, -0.05], [0.01, -0.86, 1.23], [0.97, -1.20, -0.31], [-2.74, 1.11, -1.27], [5.33, -0.20, 0.88], [-0.83, 3.21, -1.82], [3.21, -1.66, 2.06], [-3.12, 2.65, -2.55], [-1.50, 0.97, -0.31], [0.46, -0.85, 1.46], [0.47, -0.61, -1.34], [-0.12, 0.52, -1.59], [0.50, -1.50, -0.44], [-0.48, -0.47, 1.77], [-1.06, -1.01, 0.93], [1.67, 0.33, 0.75], [0.45, 0.99, -0.23], [-0.98, -0.14, -0.27], [0.12, -0.12, 0.14], [-0.15, -0.21, 0.11], [-0.17, 0.41, 0.75], [0.40, 2.00, 2.03], [-0.37, -2.60, -3.02], [0.03, -0.01, -0.06], [0.05, 0.10, 0.04], [-0.07, 0.01, 0.06], [0.08, 0.07, -0.13], [0.05, 0.16, -0.03], [0.12, 0.12, 0.15], [-0.05, 0.09, 0.12], [0.05, -0.06, 0.04], [0.20, -0.23, 0.19], [0.83, 0.31, -0.23], [1.70, 1.20, -1.57], [-2.80, -1.55, 2.02], [-0.10, 0.00, -0.01], [-0.06, 0.01, -0.09], [0.06, 0.05, 0.04], [-0.14, 0.02, -0.07], [-0.02, 0.14, -0.08], [0.11, -0.01, -0.21], [0.13, 0.10, -0.05]], "lumo_ev": -1.06, "e_homo_ev": -9.639, "relative_energy_kj_mol": 290.5, "smiles": "C[C@H](I)CC1=C(CN)C(=O)OC1=O.CCCC#N.CCCC#N", "energy_ha": -1311.654926, "homo_lumo_gap_ev": 8.583}

{"formula": "C16H24N2O2", "method": "ωB97M-V with the def2-TZVPD basis set", "elements": ["O", "C", "N", "H", "C", "H", "C", "N", "C", "C", "O", "C", "C", "H", "H", "H", "H", "H", "H", "H", "H", "H", "H", "H", "C", "H", "H", "C", "H", "H", "C", "C", "C", "C", "C", "C", "C", "H", "H", "H", "H", "H", "H", "H"], "coordinates": [[-0.849639, -1.245917, -1.599647], [-1.191839, -1.513709, -0.467355], [-0.623719, -0.945034, 0.619847], [-0.893802, -1.245718, 1.541183], [0.405198, 0.059231, 0.511338], [0.254556, 0.826359, 1.273495], [1.808793, -0.548254, 0.662365], [2.807117, 0.503904, 0.706310], [3.150971, 1.064558, -0.593251], [4.109909, 0.169253, -1.389643], [5.278587, -0.123748, -0.650290], [4.958537, -0.735962, 0.580328], [4.031269, 0.160230, 1.411105], [4.553078, 1.098464, 1.625289], [3.783314, -0.325288, 2.356549], [4.476951, -1.710570, 0.400383], [5.907644, -0.897535, 1.094371], [3.605119, -0.767091, -1.672955], [4.445307, 0.675777, -2.295739], [3.636881, 2.027626, -0.408649], [2.241673, 1.234706, -1.168003], [1.960286, -1.273773, -0.150413], [1.849994, -1.092047, 1.610891], [0.292634, 0.512145, -0.475037], [-2.263224, -2.547104, -0.153306], [-2.647290, -2.909823, -1.108086], [-1.783037, -3.386205, 0.358146], [-3.421656, -2.030213, 0.702804], [-3.055911, -1.692602, 1.675022], [-4.105778, -2.863709, 0.881981], [-4.200658, -0.891240, 0.032941], [-3.417969, 0.391638, -0.015378], [-3.142807, 1.084702, 1.158147], [-2.405383, 2.253818, 1.133357], [-1.935114, 2.751031, -0.070485], [-2.215566, 2.076335, -1.245434], [-2.954419, 0.906508, -1.217746], [-3.160053, 0.382312, -2.138931], [-1.855529, 2.459254, -2.188859], [-1.354941, 3.661859, -0.090874], [-2.199509, 2.780835, 2.054263], [-3.516305, 0.707014, 2.100681], [-5.121735, -0.725448, 0.599103], [-4.475649, -1.193589, -0.978828]], "atomic_forces_ev_per_a": [[0.11, 0.06, -0.47], [-0.08, -0.50, 0.36], [0.19, 0.01, 0.22], [-0.11, -0.01, -0.11], [0.33, -0.05, -0.06], [0.02, -0.02, -0.06], [-0.29, 0.19, -0.05], [0.00, 0.00, 0.12], [0.24, -0.12, -0.15], [-0.29, 0.17, -0.03], [0.08, 0.09, -0.01], [-0.13, 0.06, 0.34], [0.24, -0.15, -0.18], [0.07, -0.07, 0.07], [0.02, 0.02, 0.03], [0.06, 0.04, 0.02], [-0.08, -0.06, 0.03], [0.05, 0.06, -0.02], [-0.10, -0.04, -0.01], [-0.03, 0.02, -0.13], [-0.01, 0.08, -0.07], [-0.02, -0.06, 0.08], [0.01, -0.03, -0.06], [0.00, 0.06, 0.14], [-0.10, 0.04, -0.01], [0.09, 0.01, 0.02], [0.01, -0.02, -0.06], [-0.07, -0.07, -0.22], [-0.06, -0.04, 0.08], [0.05, 0.02, 0.09], [0.06, -0.10, 0.24], [-0.21, 0.15, -0.15], [-0.03, 0.05, -0.01], [-0.01, 0.01, 0.15], [0.06, 0.09, -0.08], [0.06, 0.12, -0.03], [-0.11, 0.00, 0.07], [0.00, -0.09, -0.08], [0.04, 0.03, -0.08], [0.04, 0.08, -0.01], [0.01, 0.04, 0.07], [-0.04, -0.05, 0.10], [-0.02, -0.02, -0.09], [-0.07, 0.00, -0.01]], "lumo_ev": 0.71, "e_homo_ev": -8.127, "relative_energy_kj_mol": 155.5, "smiles": "O=C(CCCc1ccccc1)NCCN1CCOCC1", "energy_ha": -884.071473, "homo_lumo_gap_ev": 8.837}